(1)
# C2H3INO2

A 2-piece molecular cluster, C2H3INO2 overall at a distorted geometry (wB97M-V/def2-TZVPD, OMol25).

Calculated values
Lowest unoccupied orbital energy ... -0.2044 Ha
Energy relative to the best compared isomer or geometry (same formula, charge and spin) ... 20.7 kcal/mol
Gap between HOMO and LUMO ... 0.304 Ha

Structure (ORCA input):
```
! RIJCOSX wB97M-V def2-TZVPD def2/J DEFGRID3
* xyz 1 1
C -0.90637 1.25308 -0.05711
C 0.00391 0.17477 -0.03042
N -3.85342 0.85665 0.18141
O -1.25810 2.32443 -0.11582
O -2.81703 0.24629 0.05494
I -5.59788 -0.13702 -0.00470
H -0.16713 -0.46441 0.84029
H 1.01440 0.60315 0.01478
H -0.09560 -0.45048 -0.92236
*
```


(2)
# C25H23BrMoN6O6S2

C25H23BrMoN6O6S2 as an isolated structure (wB97M-V/def2-TZVPD, OMol25).

Calculated values
Lowest unoccupied orbital energy ... -0.0069 Ha
Energy relative to the best compared isomer or geometry (same formula, charge and spin) ... 7.5 kcal/mol
Gap between HOMO and LUMO ... 0.287 Ha

Structure (ORCA input):
```
! RIJCOSX wB97M-V def2-TZVPD def2/J DEFGRID3
* xyz 0 1
Mo 0.61770 1.42502 -0.86098
C 2.46361 2.87349 -0.61528
C 2.71189 2.14566 -1.80096
C 1.63985 2.37081 -2.69051
C 0.74203 3.29350 -2.06860
C 1.23347 3.58704 -0.75973
H 3.05926 2.82717 0.27986
H 3.51024 1.44062 -1.94484
H 1.52442 1.91805 -3.66032
H -0.16123 3.68366 -2.49994
H 0.75193 4.19979 -0.01662
N -4.46494 -1.28448 3.68960
C -3.92929 -0.23500 2.95567
C -4.65256 0.33349 1.90359
C -4.12128 1.37871 1.17467
C -2.86351 1.86822 1.50236
C -2.14311 1.33797 2.56434
C -2.67970 0.29659 3.29100
S -2.14563 3.11867 0.51549
O -3.18817 3.90761 -0.06490
O -1.10331 3.75806 1.27302
N -1.35686 2.29679 -0.66996
C -1.89686 1.66812 -1.73470
N -3.17126 1.62247 -2.09914
C -3.42406 0.92951 -3.20481
C -2.44740 0.27278 -3.94261
C -1.15085 0.33037 -3.47083
N -0.87463 1.03102 -2.38173
H -5.17209 -1.81725 3.21006
H -3.79063 -1.87491 4.14816
H -5.62865 -0.06333 1.65020
H -4.66087 1.81807 0.34553
H -1.17587 1.75829 2.81317
H -2.13371 -0.12389 4.12869
H -4.46461 0.89469 -3.51070
H -2.69887 -0.28739 -4.83012
H -0.32007 -0.19661 -3.92030
N 1.83487 -1.56983 3.24258
C 1.86612 -0.88218 1.94886
C 1.52614 0.58686 2.15147
O 1.60371 0.98044 3.39973
O 1.26722 1.41506 1.29106
H 2.56613 -2.26337 3.30880
H 0.95105 -2.04858 3.36790
H 1.79995 0.15449 3.90726
H 1.21506 -1.30425 1.19606
H 2.87146 -0.90313 1.53258
S -2.16440 -2.26733 0.59710
C -1.22821 -1.04129 0.17617
N -0.49499 -0.16085 -0.08509
Br 0.47193 -4.00464 -2.14271
C 2.20182 -3.68487 -1.45693
C 2.94586 -4.78742 -1.05716
C 4.20358 -4.61407 -0.50347
C 4.71731 -3.33680 -0.32975
C 3.96130 -2.24115 -0.71179
C 2.70185 -2.39495 -1.29182
C 1.96281 -1.15358 -1.72268
O 1.40225 -1.09315 -2.80317
O 2.02609 -0.19468 -0.84647
H 2.53162 -5.77881 -1.18204
H 4.78046 -5.48063 -0.20526
H 5.70088 -3.19758 0.10038
H 4.34376 -1.23709 -0.57947
*
```


(3)
# C53H122N4O11

A 10-piece molecular cluster, C53H122N4O11 overall at a distorted geometry (wB97M-V/def2-TZVPD, OMol25).

Calculated values
Lowest unoccupied orbital energy ... 0.0205 Ha
SMILES string ... CC1(C)CCCC(C)(C)N1O.CC1(C)CCCC(C)(C)N1O.CC1(C)CCCC(C)(C)N1O.CC1(C)CCCC(C)(C)N1O.CC(C)O.CC(C)O.CC(C)O.CC(C)O.CC(C)O.OCCO
Gap between HOMO and LUMO ... 0.337 Ha

Structure (ORCA input):
```
! RIJCOSX wB97M-V def2-TZVPD def2/J DEFGRID3
* xyz 0 1
C 2.06553 1.35565 7.62564
C 2.32368 1.02842 6.14291
C 1.66977 2.10771 5.33709
C 3.84021 1.08349 5.88065
C 4.18830 0.58907 4.40500
C 3.62618 -0.87760 4.28100
C 2.16139 -0.96343 4.44417
C 1.24317 -0.30535 3.37890
C 1.71234 -2.41174 4.49821
N 1.92938 -0.38076 5.79091
O 0.52516 -0.37392 6.00510
H 2.36419 2.40968 7.77330
H 1.03728 1.31840 7.97211
H 2.72099 0.85512 8.34590
H 0.62203 1.78881 5.24117
H 1.68655 3.08918 5.85567
H 2.01040 2.24894 4.34334
H 4.25202 2.08386 5.97892
H 4.29530 0.40175 6.57763
H 3.69909 1.14919 3.61766
H 5.26702 0.60708 4.29332
H 4.15407 -1.41930 5.04574
H 3.90406 -1.28098 3.29709
H 0.30149 -0.13962 3.86862
H 1.05891 -0.98593 2.55732
H 1.76599 0.54871 2.95284
H 2.18886 -2.92495 5.27558
H 1.91877 -2.89203 3.56498
H 0.59268 -2.52025 4.60101
H 0.41834 -1.12295 6.62993
C -5.28935 2.24915 -6.54894
C -4.27067 1.66733 -5.58691
C -3.91255 0.26223 -5.86899
C -2.95680 2.39633 -5.68361
C -2.96934 3.76476 -5.10014
C -3.48338 3.78203 -3.64536
C -4.80847 3.00672 -3.43435
C -4.98311 2.60863 -1.92045
C -5.98140 3.89097 -3.79269
N -4.74682 1.69136 -4.16090
O -5.81193 0.87032 -3.96832
H -5.08645 1.90345 -7.56769
H -6.31794 1.86515 -6.41687
H -5.24982 3.34982 -6.53246
H -3.35090 -0.16053 -5.04517
H -4.84753 -0.31973 -6.09433
H -3.23326 0.20666 -6.70749
H -2.22301 1.76830 -5.12082
H -2.66026 2.44099 -6.76726
H -2.01626 4.25478 -5.20912
H -3.67623 4.41734 -5.70548
H -3.59789 4.80872 -3.33822
H -2.73799 3.24475 -3.08534
H -4.05431 2.28606 -1.53384
H -5.75206 1.86983 -1.76490
H -5.15384 3.57007 -1.36493
H -5.82863 4.37332 -4.71934
H -6.03994 4.63177 -2.99010
H -6.93833 3.36411 -3.84101
H -6.53686 1.18674 -4.50164
C -0.04270 -3.40701 1.34007
C -1.29535 -4.18119 1.67109
C -1.78782 -3.97322 3.12204
C -2.51976 -3.85744 0.77016
C -2.39568 -4.37742 -0.64954
C -2.16477 -5.88603 -0.59770
C -0.96441 -6.33194 0.26288
C -1.04107 -7.86236 0.33684
C 0.31820 -5.95262 -0.44219
N -1.14288 -5.75061 1.56899
O 0.11492 -5.90430 2.34696
H -0.11809 -2.41689 1.75224
H 0.84362 -3.78733 1.79980
H 0.15584 -3.33989 0.28965
H -2.71310 -4.44029 3.30577
H -1.02707 -4.33458 3.74610
H -1.80679 -2.86799 3.28889
H -3.39416 -4.43352 1.15927
H -2.69974 -2.77690 0.75464
H -3.33258 -4.16896 -1.23269
H -1.66624 -3.83736 -1.13033
H -2.12361 -6.33018 -1.62576
H -3.08607 -6.34036 -0.17505
H -1.76848 -8.21349 1.04113
H -0.05443 -8.23178 0.47427
H -1.45545 -8.30977 -0.56660
H 0.71803 -6.73193 -1.09242
H 1.09307 -5.75828 0.27909
H 0.13579 -5.02716 -1.04660
H -0.21953 -6.35683 3.15186
C 4.76651 4.21690 0.82447
C 3.45509 3.49723 1.02056
C 3.75619 2.00673 0.85366
C 2.99278 3.63158 2.50511
C 2.34152 4.93186 2.90178
C 1.22368 5.11648 1.82314
C 1.72705 5.24065 0.39751
C 0.48004 5.28466 -0.56005
C 2.65756 6.49713 0.12180
N 2.38655 3.90731 0.13632
O 2.81448 3.82496 -1.23402
H 5.55035 3.76084 1.42640
H 4.61794 5.27744 1.14596
H 5.14017 4.16035 -0.16995
H 2.87712 1.37587 1.00424
H 4.49606 1.67609 1.55857
H 4.12705 1.83403 -0.12559
H 2.20151 2.88030 2.65912
H 3.82555 3.31261 3.11249
H 2.95429 5.79051 2.91161
H 2.02250 4.89630 3.94444
H 0.58347 5.98220 1.98056
H 0.49167 4.31071 1.95141
H -0.13941 4.36083 -0.61157
H -0.20117 6.07006 -0.25671
H 0.78653 5.52717 -1.59112
H 1.96545 7.27583 -0.08731
H 3.29348 6.83775 0.91758
H 3.16213 6.41374 -0.83600
H 3.37577 4.61032 -1.41396
C -2.06176 -3.51175 -4.25840
C -1.20411 -2.55187 -4.98733
C -0.61371 -1.52824 -4.04494
O -0.17521 -3.26991 -5.70483
H -2.18336 -4.36910 -4.85321
H -2.98642 -2.94262 -4.05610
H -1.62424 -3.84098 -3.24823
H -1.79456 -2.09028 -5.79453
H -1.41877 -0.95357 -3.54523
H -0.00703 -0.83880 -4.64948
H -0.02145 -2.01957 -3.28722
H 0.68140 -3.41035 -5.23591
C 4.27679 -4.56648 -3.13003
C 2.91609 -3.88908 -3.13683
C 2.78673 -2.89151 -1.96702
O 2.70858 -3.29345 -4.40379
H 4.27436 -5.37047 -3.89560
H 4.48439 -5.00896 -2.14087
H 5.07291 -3.87834 -3.38705
H 2.14589 -4.66597 -3.01078
H 3.62434 -2.22051 -1.92065
H 2.63806 -3.50820 -1.06227
H 1.89333 -2.22337 -2.10466
H 3.45088 -2.62571 -4.49537
C -3.66216 4.62461 1.09126
C -3.58404 3.32096 1.91237
C -3.69172 3.61316 3.46315
O -4.61213 2.41118 1.46048
H -4.66206 4.93687 0.89322
H -3.23563 4.39081 0.07330
H -3.03058 5.43895 1.49821
H -2.62073 2.72450 1.87412
H -2.79649 4.17817 3.78927
H -3.60604 2.65338 3.91570
H -4.65076 4.12788 3.69649
H -5.11381 2.80257 0.75045
C 6.18630 -1.62124 0.39092
C 7.16915 -2.57286 1.12104
C 6.59210 -3.18549 2.39332
O 7.45129 -3.59985 0.14526
H 5.85805 -0.77552 0.97975
H 5.30027 -2.16248 0.12526
H 6.61173 -1.22056 -0.51907
H 8.06737 -2.05195 1.34986
H 7.32534 -3.55252 3.09704
H 5.89494 -4.03541 2.05557
H 6.03616 -2.41179 2.90727
H 8.15661 -4.13472 0.50057
C 0.17820 -0.07486 0.29087
C 0.11412 1.36038 -0.34163
C 0.65320 1.32525 -1.75857
O -1.22099 1.94739 -0.47846
H -0.21490 -0.90979 -0.32589
H -0.29124 -0.17105 1.30267
H 1.28159 -0.37921 0.38452
H 0.63714 2.04229 0.28162
H 1.65983 0.93875 -1.82410
H 0.65898 2.33605 -2.17433
H 0.06165 0.62815 -2.36141
H -1.88724 1.30878 -0.25622
O -5.94822 -0.76943 -1.25015
C -4.72089 -1.39270 -1.11787
C -3.49787 -0.50540 -1.31778
O -3.26658 0.18523 -0.05727
H -6.16940 -0.56670 -2.18901
H -4.61399 -1.84283 -0.13410
H -4.69064 -2.27886 -1.72934
H -3.60901 0.28314 -2.05669
H -2.59748 -1.13271 -1.55803
H -4.08200 0.60022 0.24834
*
```


(4)
# C28H22N3O6Sr

C28H22N3O6Sr as an isolated structure (wB97M-V/def2-TZVPD, OMol25).

Calculated values
Lowest unoccupied orbital energy ... 0.0930 Ha
Energy relative to the best compared isomer or geometry (same formula, charge and spin) ... 7.4 kcal/mol
Gap between HOMO and LUMO ... 0.247 Ha

Structure (ORCA input):
```
! RIJCOSX wB97M-V def2-TZVPD def2/J DEFGRID3
* xyz -1 1
Sr 0.26301 -0.32055 -0.01414
O -1.71154 -1.06005 1.06183
C -2.84743 -1.55877 0.72013
C -3.90508 -1.60903 1.67071
C -5.14775 -2.12282 1.38389
C -5.42909 -2.62700 0.11340
C -4.43182 -2.58784 -0.83757
C -3.15064 -2.07305 -0.58792
C -2.24146 -2.06640 -1.72103
N -1.03729 -1.63244 -1.72782
N -0.41411 -1.60053 -2.95597
C 0.87062 -1.33663 -2.88022
O 1.59738 -1.23094 -1.84020
C 1.52781 -1.15055 -4.22114
C 2.90751 -0.97753 -4.27557
C 3.55234 -0.79471 -5.48937
C 2.82278 -0.78004 -6.66939
C 1.44460 -0.94872 -6.62321
C 0.80105 -1.13256 -5.40984
H -3.68583 -1.21505 2.65644
H -5.91250 -2.13169 2.15312
H -6.40529 -3.03074 -0.12235
H -4.63735 -2.96557 -1.83445
H -2.65530 -2.44444 -2.66173
H 3.45629 -0.98600 -3.34336
H 4.62723 -0.66053 -5.51549
H 3.32333 -0.63457 -7.61914
H 0.86903 -0.93324 -7.54108
H -0.27031 -1.26292 -5.35798
O 2.20015 0.16184 4.12187
C 1.76451 0.27809 2.85505
O 1.72692 -0.69502 2.12871
C 1.34109 1.65343 2.49374
C 1.74245 2.73465 3.26138
C 1.51039 4.00471 2.67371
C 0.77604 4.14148 1.54952
C 0.02136 2.95493 0.98158
N 0.65912 1.71403 1.36662
C -0.01899 2.96132 -0.55186
O -0.14286 4.15516 -1.14912
O 0.04073 1.97795 -1.24862
H 2.44322 -0.76429 4.25479
H 2.31724 2.61345 4.16353
H 1.97188 4.88436 3.10853
H 0.67165 5.13046 1.11269
H -0.21560 4.85202 -0.48353
C -1.48172 2.91321 1.51613
C -2.56437 3.28201 0.54404
C -3.12265 2.30078 -0.27575
C -4.08319 2.63037 -1.21812
C -4.50643 3.94549 -1.35472
C -3.97074 4.92693 -0.53402
C -3.00966 4.59552 0.41003
H -1.64046 1.88623 1.85307
H -1.51484 3.56094 2.39445
H -2.80920 1.26873 -0.15847
H -4.50526 1.85489 -1.84425
H -5.25580 4.20289 -2.09242
H -4.30638 5.95295 -0.62574
H -2.60286 5.36141 1.06286
*
```